The following is a quantum chemistry calculation of a 2-piece molecular cluster, C4H13NO2 overall in a non-equilibrium geometry, from the Open Molecules 2025 dataset.

The frontier orbital gap comes out at 0.330 Eh. Its energy is -9943.1035 eV. The calculation puts the lowest unoccupied orbital energy at 0.032 Eh. For the energy above the lowest of the compared OMol25 structures with the same formula, charge and spin, the calculation gives 105.5 kJ/mol. As for the structure (SMILES): CNCCCO.O.

Last columns: bonded neighbours and bond lengths (Å).
Positions of all 20 atoms, in Å:
1 C -1.8041 1.5740 0.2236  N2 1.430, H7 1.094, H8 1.093, H9 1.079
2 N -1.1501 0.4879 -0.4389  C1 1.430, C3 1.432, H10 1.012
3 C -0.8934 -0.8001 0.1325  N2 1.432, C4 1.529, H11 1.096, H12 1.099
4 C 0.2088 -1.5839 -0.5817  C3 1.529, C5 1.518, H13 1.087, H14 1.097
5 C 1.6303 -1.1193 -0.3210  C4 1.518, O6 1.440, H15 1.086, H16 1.083
6 O 1.9297 0.1755 -0.8763  C5 1.440, H17 0.961
7 H -1.2340 2.5017 0.3333  C1 1.094
8 H -2.7657 1.8061 -0.2408  C1 1.093
9 H -2.0357 1.3236 1.2470  C1 1.079
10 H -0.9821 0.5978 -1.4307  N2 1.012
11 H -0.7130 -0.6898 1.2076  C3 1.096
12 H -1.7919 -1.4315 0.0987  C3 1.099
13 H 0.0696 -2.6406 -0.3655  C4 1.087
14 H 0.0003 -1.4956 -1.6546  C4 1.097
15 H 2.3535 -1.8061 -0.7518  C5 1.086
16 H 1.7753 -1.0352 0.7488  C5 1.083
17 H 1.3533 0.3134 -1.6330  O6 0.961
18 O 1.1231 1.5173 1.6316  H19 0.968, H20 0.958
19 H 1.2002 1.4342 0.6704  O18 0.968
20 H 1.7261 0.8707 2.0009  O18 0.958

These are the Löwdin partial charges, in e, on atoms 1 to 6:
1. C -0.138
2. N -0.140
3. C -0.257
4. C -0.172
5. C -0.239
6. O -0.089


The following is a quantum chemistry calculation of a 3-piece molecular cluster, C4H13NO2 overall in a non-equilibrium geometry, from the Open Molecules 2025 dataset.

The frontier orbital gap comes out at 0.311 Eh. Its energy is -9942.3843 eV. The calculation puts the lowest unoccupied orbital energy at 0.025 Eh. For the energy above the lowest of the compared OMol25 structures with the same formula, charge and spin, the calculation gives 174.9 kJ/mol. As for the structure (SMILES): C=CNCC.O.O.

Last columns: bonded neighbours and bond lengths (Å).
Positions of all 20 atoms, in Å:
1 C 0.0809 -0.5156 1.7561  C2 1.344, H6 1.076, H7 1.086
2 C -0.9556 -0.2665 0.9375  C1 1.344, N3 1.369, H8 1.090
3 N -0.8250 0.5792 -0.1314  C2 1.369, C4 1.454, H9 1.010
4 C -1.3548 0.4660 -1.4802  N3 1.454, C5 1.552, H10 1.085, H11 1.094
5 C -0.2225 0.1415 -2.4909  C4 1.552, H12 1.100, H13 1.090, H14 1.094
6 H 0.0128 -1.0214 2.7033  C1 1.076
7 H 1.0668 -0.3433 1.3341  C1 1.086
8 H -1.9621 -0.4906 1.2895  C2 1.090
9 H -0.0132 1.1799 -0.1437  N3 1.010
10 H -2.0786 -0.3377 -1.5611  C4 1.085
11 H -1.7871 1.4117 -1.8213  C4 1.094
12 H -0.2843 -0.9167 -2.7849  C5 1.100
13 H -0.2946 0.6332 -3.4612  C5 1.090
14 H 0.8034 0.3152 -2.1539  C5 1.094
15 O 0.9274 -3.3835 2.1728  H16 0.981, H17 0.962
16 H 0.4039 -3.4068 1.3431  O15 0.981
17 H 1.1210 -4.3253 2.2136  O15 0.962
18 O 2.0066 3.1568 0.9911  H19 0.967, H20 0.980
19 H 1.8897 4.1099 1.1008  O18 0.967
20 H 1.4653 3.0140 0.1868  O18 0.980

These are the Löwdin partial charges, in e, on atoms 1 to 6:
1. C -0.017
2. C -0.251
3. N -0.075
4. C -0.244
5. C -0.098
6. H 0.037


The following is a quantum chemistry calculation of a 2-piece molecular cluster, C4H13NO2 overall in a non-equilibrium geometry, from the Open Molecules 2025 dataset.

The frontier orbital gap comes out at 0.338 Eh. Its energy is -9942.0777 eV. The calculation puts the lowest unoccupied orbital energy at 0.026 Eh. For the energy above the lowest of the compared OMol25 structures with the same formula, charge and spin, the calculation gives 204.4 kJ/mol. As for the structure (SMILES): CN(C)CCO.O.

Last columns: bonded neighbours and bond lengths (Å).
Positions of all 20 atoms, in Å:
1 C 0.2846 -0.9122 0.9290  N2 1.447, H7 1.094, H8 1.084, H9 1.127
2 N -0.9781 -0.9078 0.2229  C1 1.447, C3 1.453, C4 1.495
3 C -1.3094 -2.2021 -0.3480  N2 1.453, H10 1.111, H11 1.081, H12 1.111
4 C -1.2216 0.2018 -0.7488  N2 1.495, C5 1.519, H13 1.088, H14 1.103
5 C -1.0359 1.5012 0.0153  C4 1.519, O6 1.420, H15 1.099, H16 1.102
6 O 0.2343 2.1366 0.0048  C5 1.420, H17 0.950
7 H 0.2242 -0.1175 1.6786  C1 1.094
8 H 0.5915 -1.8885 1.2874  C1 1.084
9 H 1.0847 -0.5736 0.2109  C1 1.127
10 H -0.5995 -3.0024 -0.6488  C3 1.111
11 H -1.9604 -2.0158 -1.1901  C3 1.081
12 H -1.8029 -2.7675 0.4717  C3 1.111
13 H -2.2843 0.0932 -0.9541  C4 1.088
14 H -0.6060 0.0059 -1.6432  C4 1.103
15 H -1.3944 1.4640 1.0538  C5 1.099
16 H -1.6582 2.3414 -0.3320  C5 1.102
17 H 0.9399 1.6861 0.4527  O6 0.950
18 O 3.2368 0.3781 -0.1151  H19 0.970, H20 0.967
19 H 2.4696 -0.2117 -0.0424  O18 0.970
20 H 3.9544 -0.2405 0.0761  O18 0.967

These are the Löwdin partial charges, in e, on atoms 1 to 6:
1. C -0.083
2. N -0.288
3. C -0.125
4. C -0.152
5. C -0.255
6. O -0.067


The following is a quantum chemistry calculation of a 3-piece molecular cluster, C4H13NO2 overall in a non-equilibrium geometry, from the Open Molecules 2025 dataset.

The frontier orbital gap comes out at 0.331 Eh. Its energy is -9942.8056 eV. The calculation puts the lowest unoccupied orbital energy at 0.033 Eh. For the energy above the lowest of the compared OMol25 structures with the same formula, charge and spin, the calculation gives 134.2 kJ/mol. As for the structure (SMILES): C/C=C/NC.O.O.

Last columns: bonded neighbours and bond lengths (Å).
Positions of all 20 atoms, in Å:
1 C 0.1404 2.8146 -0.8095  C2 1.531, H6 1.076, H7 1.074, H8 1.102
2 C 0.2299 1.2911 -0.6836  C1 1.531, C3 1.341, H9 1.098
3 C 0.0213 0.7924 0.5439  C2 1.341, N4 1.412, H10 1.121
4 N -0.2054 -0.5462 0.9307  C3 1.412, C5 1.479, H11 1.035
5 C 0.1987 -0.8795 2.3134  N4 1.479, H12 1.089, H13 1.075, H14 1.117
6 H -0.8619 3.1763 -0.6583  C1 1.076
7 H 0.8162 3.3169 -0.1420  C1 1.074
8 H 0.4510 3.2481 -1.7742  C1 1.102
9 H 0.5078 0.7163 -1.5770  C2 1.098
10 H -0.1089 1.5884 1.3228  C3 1.121
11 H 0.3928 -1.1232 0.3130  N4 1.035
12 H 0.5076 -0.0088 2.8895  C5 1.089
13 H -0.7395 -1.2150 2.7170  C5 1.075
14 H 1.1226 -1.5065 2.3338  C5 1.117
15 O -1.6297 -1.9164 -1.1490  H16 0.999, H17 0.978
16 H -2.4760 -2.3706 -0.8738  O15 0.999
17 H -1.4918 -1.4369 -0.3074  O15 0.978
18 O 1.1795 -2.0328 -1.4426  H19 0.972, H20 0.959
19 H 0.2462 -1.9571 -1.7021  O18 0.972
20 H 1.6991 -1.9509 -2.2444  O18 0.959

These are the Löwdin partial charges, in e, on atoms 1 to 6:
1. C -0.131
2. C -0.145
3. C -0.193
4. N -0.126
5. C -0.093
6. H 0.059


The following is a quantum chemistry calculation of a 3-piece molecular cluster, C4H13NO2 overall in a non-equilibrium geometry, from the Open Molecules 2025 dataset.

The frontier orbital gap comes out at 0.316 Eh. Its energy is -9941.3098 eV. The calculation puts the lowest unoccupied orbital energy at 0.021 Eh. For the energy above the lowest of the compared OMol25 structures with the same formula, charge and spin, the calculation gives 278.5 kJ/mol. As for the structure (SMILES): C=C(N)CC.O.O.

Last columns: bonded neighbours and bond lengths (Å).
Positions of all 20 atoms, in Å:
1 C -2.3992 1.8018 0.1231  C2 1.384, H6 1.036, H7 1.086
2 C -1.0919 1.5169 -0.2304  C1 1.384, N3 1.480, C4 1.567
3 N -0.7602 1.2365 -1.6449  C2 1.480, H8 0.929, H9 0.936
4 C 0.1580 1.9254 0.6214  C2 1.567, C5 1.563, H10 1.078, H11 1.120
5 C 1.5189 1.2878 0.1914  C4 1.563, H12 1.122, H13 1.154, H14 1.213
6 H -2.6545 1.9338 1.1183  C1 1.036
7 H -3.1672 1.9745 -0.6258  C1 1.086
8 H 0.0969 1.5833 -1.5591  N3 0.929
9 H -1.4687 1.6182 -2.1234  N3 0.936
10 H 0.2875 2.9680 0.3818  C4 1.078
11 H -0.1155 1.7228 1.6882  C4 1.120
12 H 1.4451 0.1709 0.1139  C5 1.122
13 H 2.5002 1.1646 0.7863  C5 1.154
14 H 2.0088 1.6303 -0.8643  C5 1.213
15 O 0.3087 -2.2963 1.4081  H16 0.978, H17 0.921
16 H 0.2434 -2.9097 0.6496  O15 0.978
17 H 0.9907 -2.7214 1.8569  O15 0.921
18 O 0.4839 -4.6843 -0.3685  H19 0.942, H20 0.940
19 H 0.3485 -4.7382 -1.2988  O18 0.942
20 H 1.2664 -5.1850 -0.2239  O18 0.940

These are the Löwdin partial charges, in e, on atoms 1 to 6:
1. C 0.018
2. C -0.325
3. N 0.115
4. C -0.188
5. C -0.148
6. H 0.012


The following is a quantum chemistry calculation of a 2-piece molecular cluster, C4H13NO2 overall in a non-equilibrium geometry, from the Open Molecules 2025 dataset.

The frontier orbital gap comes out at 0.365 Eh. Its energy is -9942.8677 eV. The calculation puts the lowest unoccupied orbital energy at 0.028 Eh. For the energy above the lowest of the compared OMol25 structures with the same formula, charge and spin, the calculation gives 128.2 kJ/mol. As for the structure (SMILES): C[C@H](N)CCO.O.

Last columns: bonded neighbours and bond lengths (Å).
Positions of all 20 atoms, in Å:
1 C -0.9243 0.7820 0.5446  C2 1.500, H7 1.090, H8 1.095, H9 1.096
2 C 0.3093 -0.0481 0.3442  C1 1.500, N3 1.500, C4 1.571, H10 1.078
3 N 0.0288 -1.4195 0.8843  C2 1.500, H11 1.009, H12 1.009
4 C 1.5372 0.5765 1.0994  C2 1.571, C5 1.558, H13 1.092, H14 1.107
5 C 2.3759 1.5738 0.2455  C4 1.558, O6 1.411, H15 1.095, H16 1.103
6 O 3.5783 1.0172 -0.2405  C5 1.411, H17 0.958
7 H -0.7327 1.7668 0.1176  C1 1.090
8 H -1.2702 0.8965 1.5770  C1 1.095
9 H -1.8256 0.3383 0.1052  C1 1.096
10 H 0.5909 -0.1902 -0.6862  C2 1.078
11 H 0.3912 -1.6197 1.8047  N3 1.009
12 H 0.4132 -2.0383 0.1856  N3 1.009
13 H 1.2964 0.9506 2.0966  C4 1.092
14 H 2.3203 -0.1674 1.3424  C4 1.107
15 H 1.7769 1.9675 -0.5819  C5 1.095
16 H 2.6145 2.2920 1.0474  C5 1.103
17 H 3.3504 0.2345 -0.7442  O6 0.958
18 O -5.1773 -2.1014 -3.4382  H19 0.978, H20 0.976
19 H -4.6436 -2.5391 -2.7456  O18 0.978
20 H -6.0096 -2.2720 -2.9580  O18 0.976

These are the Löwdin partial charges, in e, on atoms 1 to 6:
1. C -0.090
2. C -0.434
3. N 0.016
4. C -0.155
5. C -0.273
6. O -0.068